Entry 1:
DFT (ωB97M-V/def2-TZVPD) results for 5 unconnected molecules or ions with the total composition C6H24N2O4.

Computed properties:
Maximum force: 2.91 eV/Å
Lowest unoccupied orbital energy: 0.1 eV
DFT total energy: -17781.1957 eV
Structure (SMILES): CC[C@@H](N)CN(C)C.O.O.O.O
Kohn-Sham gap: 0.333 hartree
Energy above the lowest of the compared OMol25 structures with the same formula, charge and spin: 64.3 kJ/mol

ORCA input file:
```
! wB97M-V def2-TZVPD RIJCOSX def2/J DEFGRID3
* xyz 0 1
O -1.415 3.246 -0.608
O -1.432 -2.404 0.605
O -1.168 -2.507 -2.054
O 0.588 -2.813 2.364
N -0.038 1.120 1.460
N -0.825 0.438 -1.320
C 0.697 2.300 1.935
C 1.590 0.555 -3.189
C 1.567 -0.065 -1.810
C -0.563 0.352 2.609
C 0.568 0.687 -0.906
C 0.820 0.280 0.611
H 1.982 1.580 -3.163
H 2.250 -0.035 -3.834
H -1.406 0.432 -0.557
H -1.168 -0.500 2.236
H 1.044 2.914 1.059
H -0.971 -0.465 -1.790
H -1.393 2.576 -1.382
H -1.150 2.706 0.160
H -0.730 -2.644 1.211
H -1.372 -1.417 0.524
H 0.555 -0.815 0.676
H 1.536 2.110 2.618
H 0.628 0.615 -3.613
H 0.725 1.823 -0.984
H -1.258 0.992 3.139
H -1.257 -2.616 -1.080
H 2.560 -0.052 -1.397
H 1.055 -3.660 2.359
H 1.190 -2.164 2.659
H 1.326 -1.116 -1.873
H -0.009 2.994 2.438
H 1.889 0.388 0.798
H -0.844 -3.311 -2.396
H 0.215 -0.068 3.270
*
```

Entry 2:
DFT (ωB97M-V/def2-TZVPD) results for a molecular structure, C35H64ClNO20S.

Computed properties:
Maximum force: 1.40 eV/Å
Lowest unoccupied orbital energy: 0.3 eV
DFT total energy: -103130.4028 eV
Kohn-Sham gap: 0.370 hartree

ORCA input file:
```
! wB97M-V def2-TZVPD RIJCOSX def2/J DEFGRID3
* xyz 0 1
Cl -5.297 0.155 3.629
S -3.181 2.659 -1.093
O -0.946 -5.059 1.765
O 2.196 1.521 2.266
O 3.353 -6.430 -3.645
O -2.696 2.296 -2.376
O -4.408 3.374 -1.018
O 4.403 2.074 -3.729
O -2.034 -3.811 0.330
O 5.089 -6.580 -2.319
O -3.317 -0.906 2.338
O -2.465 1.866 7.647
O 0.506 4.437 0.229
O 2.124 -2.478 -1.713
O 1.357 -3.916 -3.174
O 1.358 3.582 2.143
O -2.711 1.553 5.498
O -2.945 8.510 -5.838
O -3.259 1.471 -0.058
O -1.968 7.307 -4.287
O 4.545 3.075 -1.787
O -1.966 3.445 -0.384
N -1.199 0.851 1.104
C 5.534 -7.351 -0.045
C 2.924 -5.825 -1.391
C 1.283 -1.504 -3.706
C -2.993 1.193 6.612
C -3.849 -0.022 6.863
C -1.169 -0.237 0.108
C 1.434 -4.227 -5.595
C -3.282 1.513 2.348
C 0.175 -0.979 0.084
C -2.091 3.162 1.013
C 3.992 2.041 -5.099
C 2.197 2.546 1.663
C -2.844 1.639 9.009
C 1.600 -2.653 -2.779
C -1.436 -6.992 3.174
C -3.280 -4.399 2.256
C 5.758 -6.280 -1.093
C 3.791 -6.275 -2.535
C 0.761 -1.287 1.468
C 4.000 4.509 -3.597
C -3.020 8.005 -4.753
C 0.592 -4.249 -4.338
C 4.314 3.174 -2.962
C -2.594 5.477 -2.788
C -1.892 6.808 -2.947
C -2.047 -4.379 1.387
C -4.290 8.073 -3.934
C -1.042 3.788 1.933
C -2.079 0.488 9.627
C -2.390 1.649 1.113
C -0.792 -5.625 3.067
C 0.328 3.961 1.313
C 3.062 2.830 0.486
C 5.078 2.537 -6.031
C -3.781 0.135 2.643
H -0.959 3.248 2.872
H 3.413 5.089 -2.890
H 2.280 -4.904 -5.482
H 3.341 1.895 0.018
H 0.878 -0.421 -0.537
H -2.513 -6.943 3.016
H 0.393 -0.630 2.249
H 3.053 2.582 -5.232
H -0.005 -1.932 -0.406
H -1.389 4.792 2.181
H -2.288 -0.454 9.120
H -1.156 -4.935 3.831
H 6.102 -7.124 0.857
H -3.662 5.555 -2.992
H -4.970 7.299 -4.285
H 3.432 4.443 -4.521
H -2.747 1.843 3.241
H -1.024 -7.660 2.418
H 0.556 -2.327 1.722
H 4.937 5.030 -3.789
H -2.256 7.556 -2.240
H 0.232 -5.260 -4.154
H -4.345 -0.010 7.831
H -2.466 5.106 -1.775
H 3.465 -5.346 -0.579
H -0.289 -3.608 -4.411
H 4.481 -7.434 0.223
H -1.007 0.668 9.555
H 4.758 2.445 -7.069
H 0.486 -1.708 -4.416
H -3.961 -5.169 1.896
H -3.222 -0.910 6.795
H 2.189 -1.239 -4.250
H 2.592 3.475 -0.246
H 0.975 -0.656 -3.097
H -1.331 0.142 -0.905
H -3.018 3.664 1.307
H 5.479 -5.288 -0.735
H -3.924 1.512 9.091
H 5.853 -8.321 -0.426
H -2.598 2.566 9.524
H -4.746 9.046 -4.101
H -2.345 0.378 10.679
H 3.963 3.340 0.824
H -1.252 -7.423 4.159
H 2.386 -6.690 -1.001
H -2.185 4.747 -3.484
H 1.845 -1.192 1.455
H 6.814 -6.235 -1.354
H 1.830 -3.230 -5.797
H 5.986 1.952 -5.892
H 0.840 -4.541 -6.453
H 3.781 0.993 -5.302
H -3.082 -4.563 3.313
H -1.954 -0.972 0.273
H 0.284 -5.710 3.210
H -4.141 7.956 -2.864
H 2.211 -5.097 -1.783
H -0.445 1.469 0.814
H -4.625 -0.083 6.102
H -0.827 6.690 -2.753
H -3.758 -3.427 2.161
H -4.162 2.140 2.229
H 5.327 3.580 -5.841
*
```

Entry 3:
DFT (ωB97M-V/def2-TZVPD) results for 2 unconnected molecules or ions with the total composition C5H10N2O.

Computed properties:
Maximum force: 0.97 eV/Å
Lowest unoccupied orbital energy: 0.8 eV
DFT total energy: -10372.7713 eV
Structure (SMILES): C=C(N)C(=C)O.C=N
Kohn-Sham gap: 0.332 hartree
Energy above the lowest of the compared OMol25 structures with the same formula, charge and spin: 244.5 kJ/mol

ORCA input file:
```
! wB97M-V def2-TZVPD RIJCOSX def2/J DEFGRID3
* xyz 0 1
O -2.298 -0.100 1.230
N 1.270 0.021 0.535
N 1.094 0.711 -2.446
C -1.123 1.519 -0.023
C -1.143 0.393 0.693
C -0.085 -1.584 1.669
C 0.041 -0.417 1.029
C 1.314 -0.443 -1.973
H 0.117 0.892 -2.679
H -0.213 1.957 -0.387
H 1.392 1.024 0.351
H -2.030 2.070 -0.217
H 0.564 -1.214 -1.775
H -1.051 -1.966 1.938
H 2.061 -0.423 0.979
H -3.036 0.464 0.960
H 2.346 -0.740 -1.838
H 0.778 -2.163 1.954
*
```

Entry 4:
DFT (ωB97M-V/def2-TZVPD) results for a single C6H10N2O3S molecule.

Computed properties:
Maximum force: 3.91 eV/Å
Lowest unoccupied orbital energy: 0.5 eV
DFT total energy: -26341.3419 eV
Structure (SMILES): Cc1nc([C@@H](C)S(=O)(=O)O)c[nH]1
Kohn-Sham gap: 0.352 hartree
Energy above the lowest of the compared OMol25 structures with the same formula, charge and spin: 0.0 kJ/mol

ORCA input file:
```
! wB97M-V def2-TZVPD RIJCOSX def2/J DEFGRID3
* xyz 0 1
S -0.019 -2.826 0.483
O 1.329 -2.552 0.165
O -0.517 -4.161 0.454
O -0.249 -2.278 1.948
N 0.949 1.559 -0.289
N -0.201 0.307 1.168
C 0.867 2.403 2.088
C -1.255 -1.933 -1.837
C 0.420 0.496 -0.974
C -0.274 -0.236 -0.062
C -1.115 -1.595 -0.366
C 0.478 1.418 1.028
H 0.019 2.808 2.661
H 0.672 0.391 -1.957
H -0.202 -1.272 2.055
H -1.933 -1.610 0.443
H -0.434 -2.362 -2.249
H 1.442 2.279 -0.730
H -1.510 -1.061 -2.397
H 1.271 3.209 1.581
H 1.642 2.044 2.710
H -1.901 -2.796 -1.989
*
```